A structure of composition C15H27F2N2O11S2Ti, computed with ωB97M-V with the def2-TZVPD basis set.

CARTESIAN COORDINATES (ANGSTROEM)
1 Ti -0.936 0.371 -0.430
2 N -1.371 -1.636 -1.179
3 S -0.602 -2.867 -1.660
4 O -0.151 -2.933 -3.036
5 O -0.922 -4.088 -0.914
6 F 0.771 -2.490 -0.947
7 S -2.649 -1.937 -2.260
8 O -3.340 -3.226 -2.218
9 O -2.458 -1.283 -3.538
10 F -3.734 -0.944 -1.535
11 O -0.882 2.555 -0.726
12 C -0.729 3.696 -0.431
13 O 0.349 4.452 -0.549
14 C 1.460 3.900 -1.215
15 C 2.304 5.025 -1.730
16 C -1.895 4.568 0.126
17 H 1.190 3.431 -2.161
18 H 1.948 3.077 -0.693
19 H 3.266 4.765 -2.170
20 H 2.421 5.697 -0.880
21 H 1.814 5.611 -2.508
22 H -1.876 4.661 1.212
23 H -2.826 4.010 0.027
24 H -1.850 5.565 -0.313
25 O -2.330 0.384 1.398
26 C -2.541 -0.225 2.496
27 O -2.263 -1.451 2.841
28 C -1.999 -2.385 1.775
29 C -2.115 -3.792 2.393
30 C -2.873 0.594 3.667
31 H -0.959 -2.259 1.474
32 H -2.667 -2.173 0.941
33 H -3.078 -4.087 2.811
34 H -1.311 -3.891 3.123
35 H -1.845 -4.539 1.646
36 H -3.888 0.989 3.644
37 H -2.230 1.472 3.606
38 H -2.784 0.189 4.675
39 C 2.909 -2.058 3.464
40 C 1.666 -1.505 4.181
41 C 1.351 0.008 3.828
42 C 1.131 0.432 2.395
43 N 0.876 0.746 1.296
44 H 3.895 -1.624 3.631
45 H 2.784 -2.040 2.382
46 H 3.048 -3.098 3.758
47 H 1.879 -1.594 5.247
48 H 0.811 -2.154 3.989
49 H 1.992 0.716 4.352
50 H 0.396 0.279 4.278
51 C 1.765 -0.442 -5.837
52 C 2.857 -1.313 -5.180
53 O 2.449 -1.207 -3.802
54 C 1.534 -0.251 -3.644
55 O 1.057 0.076 -2.574
56 O 1.364 0.386 -4.760
57 H 0.941 -1.060 -6.194
58 H 2.276 0.080 -6.646
59 H 3.796 -0.825 -5.441
60 H 2.805 -2.359 -5.480

As for the total charge: +1. As for the expectation value of S²: 6.017. For the frontier orbital gap (alpha / beta), the calculation gives 0.20755 / 0.22285 hartree. The value obtained for the LUMO energy (alpha / beta) is -2.61 / -7.12 eV. Its HOMO energy (alpha / beta) is -8.258 / -13.189 eV. As for the spin multiplicity: 5.

Here are the Mulliken charges for atoms 1 to 5, given in e: 1.64, 0.20, 0.83, -0.47, -0.46


A structure of composition C37H39F6N5O3PW, computed with ωB97M-V with the def2-TZVPD basis set.

CARTESIAN COORDINATES (ANGSTROEM)
1 W -1.090 0.102 0.570
2 C -2.508 -3.953 -0.009
3 C -1.954 -2.850 -0.855
4 C -1.103 -3.090 -1.886
5 C -0.577 -2.018 -2.686
6 C 0.396 -2.339 -3.785
7 C -1.037 -0.757 -2.496
8 C -2.056 -0.435 -1.514
9 C -3.079 0.579 -1.970
10 C -2.349 -1.483 -0.594
11 H -3.520 -3.728 0.326
12 H -1.903 -4.099 0.890
13 H -2.526 -4.893 -0.558
14 H -0.820 -4.110 -2.127
15 H -0.127 -2.701 -4.673
16 H 1.093 -3.125 -3.487
17 H 0.974 -1.461 -4.072
18 H -0.720 0.035 -3.166
19 H -3.781 0.854 -1.189
20 H -3.635 0.145 -2.805
21 H -2.601 1.492 -2.320
22 H -3.269 -1.363 -0.028
23 N -0.240 1.505 2.132
24 C -1.179 2.627 2.336
25 C -2.106 2.792 1.131
26 O -2.908 3.689 1.104
27 O -1.951 1.916 0.154
28 H 0.054 1.097 3.014
29 H 0.602 1.869 1.701
30 H -0.649 3.567 2.499
31 H -1.794 2.442 3.210
32 C -3.768 0.828 3.819
33 C -3.563 -0.254 2.756
34 O -2.413 -0.031 2.013
35 C -4.811 -0.269 1.830
36 F -4.648 0.621 0.844
37 F -5.927 0.054 2.488
38 F -5.021 -1.471 1.261
39 C -3.444 -1.618 3.467
40 F -4.620 -2.001 3.973
41 F -2.578 -1.543 4.497
42 F -2.998 -2.583 2.655
43 H -3.992 1.777 3.331
44 H -2.860 0.920 4.409
45 H -4.593 0.585 4.484
46 N 0.463 0.421 -0.303
47 P 1.769 1.158 -0.869
48 C 3.142 0.071 -1.224
49 C 4.423 0.616 -1.337
50 C 5.494 -0.200 -1.658
51 C 5.291 -1.560 -1.860
52 C 4.019 -2.101 -1.756
53 C 2.943 -1.285 -1.446
54 C 1.288 1.997 -2.377
55 C 1.980 1.835 -3.571
56 C 1.509 2.439 -4.728
57 C 0.355 3.205 -4.689
58 C -0.342 3.367 -3.496
59 C 0.115 2.759 -2.340
60 C 2.377 2.350 0.336
61 C 2.091 3.708 0.239
62 C 2.509 4.576 1.239
63 C 3.214 4.093 2.331
64 C 3.512 2.738 2.427
65 C 3.099 1.868 1.433
66 H 4.588 1.674 -1.169
67 H 6.486 0.220 -1.744
68 H 6.131 -2.197 -2.101
69 H 3.865 -3.159 -1.912
70 H 1.944 -1.695 -1.386
71 H 2.879 1.233 -3.608
72 H 2.043 2.308 -5.658
73 H -0.010 3.674 -5.593
74 H -1.250 3.954 -3.470
75 H -0.464 2.840 -1.426
76 H 1.549 4.098 -0.612
77 H 2.288 5.632 1.158
78 H 3.540 4.773 3.106
79 H 4.074 2.362 3.271
80 H 3.342 0.814 1.505
81 N 2.083 -4.393 0.716
82 C 1.387 -3.499 1.475
83 C 0.584 -2.522 0.848
84 N -0.098 -1.642 1.562
85 C 0.011 -1.704 2.909
86 C 0.817 -2.653 3.492
87 N 1.508 -3.549 2.790
88 H 1.752 -4.580 -0.215
89 H 2.480 -5.177 1.208
90 H 0.494 -2.473 -0.224
91 H -0.580 -1.013 3.487
92 H 0.904 -2.699 4.569

As for the total charge: +1. Its relative energy (zero: lowest compared OMol25 entry of this formula, charge and spin) is 0.353 eV. For the frontier orbital gap (alpha / beta), the calculation gives 0.25728 / 0.25725 hartree. The value obtained for the LUMO energy (alpha / beta) is -2.90 / -2.90 eV. Its HOMO energy (alpha / beta) is -9.905 / -9.904 eV.

Here are the Mulliken charges for atoms 1 to 5, given in e: 1.96, -1.76, 0.53, -0.75, 0.92


A cluster of 2 separate species, C3H13N2O in total, computed with ωB97M-V with the def2-TZVPD basis set.

CARTESIAN COORDINATES (ANGSTROEM)
1 C -0.916 1.620 -0.170
2 C -1.029 0.189 -0.715
3 C -1.361 -0.811 0.347
4 N -0.046 -1.484 0.853
5 N 0.288 1.916 0.561
6 H -1.909 1.859 0.373
7 H -1.043 2.239 -1.116
8 H -1.644 0.022 -1.580
9 H -0.043 0.190 -1.133
10 H -1.889 -0.237 1.249
11 H -1.895 -1.616 -0.169
12 H -0.106 -1.588 1.848
13 H 0.777 -0.888 0.853
14 H 0.102 -2.438 0.280
15 H 0.204 2.908 0.824
16 H 1.075 1.846 0.032
17 H 3.447 -0.775 -0.235
18 H 3.216 -1.586 -1.455
19 O 2.771 -1.366 -0.648

As for the total charge: +1. Its relative energy (zero: lowest compared OMol25 entry of this formula, charge and spin) is 1.923 eV. For the frontier orbital gap, the calculation gives 0.36380 hartree. The value obtained for the LUMO energy is -3.34 eV. Its HOMO energy is -13.243 eV.

Here are the Mulliken charges for atoms 1 to 5, given in e: -0.60, -0.74, -0.41, -0.34, -0.57


An isolated molecule of C6H8N2, computed with ωB97M-V with the def2-TZVPD basis set.

CARTESIAN COORDINATES (ANGSTROEM)
1 C 1.331 0.706 -2.759
2 N 0.107 0.473 -1.973
3 N 0.327 0.592 -0.621
4 C -0.958 0.006 -0.103
5 C -1.316 0.535 1.384
6 C -0.276 -0.191 2.151
7 C 0.406 -0.958 1.328
8 C 0.239 -0.913 -0.103
9 H 1.118 0.200 -3.884
10 H 2.430 1.218 -2.384
11 H -1.762 0.004 -0.655
12 H -1.297 1.636 1.277
13 H -2.135 0.060 1.875
14 H 0.286 0.010 3.265
15 H 1.061 -1.626 1.969
16 H 0.438 -1.751 -0.768

As for the total charge: 0. Its relative energy (zero: lowest compared OMol25 entry of this formula, charge and spin) is 7.290 eV. For the frontier orbital gap, the calculation gives 0.32481 hartree. The value obtained for the LUMO energy is 0.24 eV. The SMILES is C=NN1[C@@H]2CC=C[C@@H]21. Its HOMO energy is -8.595 eV.

Here are the Mulliken charges for atoms 1 to 5, given in e: -0.32, -0.46, -0.22, -0.23, -0.68


| no. | strongest force on any atom (hartree/bohr) |
| --- | --- |
| 1 | 0.0990 |
| 2 | 0.0152 |
| 3 | 0.0852 |
| 4 | 0.1817 |